Entry 1:
A cluster of 2 separate species, C9H14N3O2S in total at a distorted geometry, computed with wB97M-V/def2-TZVPD.

The geometry in XYZ format:
```
29
Properties=species:S:1:pos:R:3:mulliken_charge:R:1
C 0.85 2.70 -0.21 -0.35
C -0.09 2.64 -1.21 -0.52
C 0.66 1.98 1.02 -0.95
C -1.15 1.81 -1.06 -0.04
C -0.35 1.08 1.10 -0.27
C -1.24 0.98 0.01 0.10
C -3.56 0.00 0.07 0.64
C 2.95 -0.12 0.05 -0.09
C 0.97 -3.48 1.15 -0.57
N -4.44 0.89 0.52 -0.45
N -2.28 0.08 0.08 -0.39
N 1.15 -1.34 0.04 0.21
O 2.27 -1.17 0.66 -0.06
O 0.50 -2.49 0.26 -0.03
S -4.37 -1.46 -0.41 -0.26
H 1.65 3.51 -0.23 0.35
H -0.12 3.26 -2.06 0.48
H 1.35 2.09 1.75 0.53
H -2.01 1.75 -1.86 0.25
H -0.46 0.58 2.04 0.48
H 3.78 0.24 0.79 0.26
H 2.07 0.68 -0.05 -0.04
H 3.31 -0.37 -0.97 0.30
H 0.68 -3.30 2.15 0.33
H 2.09 -3.51 1.16 0.30
H 0.62 -4.34 0.64 0.28
H -4.30 1.75 1.15 0.25
H -5.39 0.76 0.59 0.17
H -3.25 -2.12 -0.60 0.11
```

The total charge is +1. Its multiplicity is 1. Its HOMO-LUMO gap (alpha / beta) is 4.3155 / 4.3190 eV. Its relative energy (zero: lowest compared OMol25 entry of this formula, charge and spin) is 5.6595 eV. The total energy is -28947.154 eV. The lowest unoccupied orbital energy (alpha / beta) comes out at -6.356 / -6.353 eV.


Entry 2:
A structure of composition C9H26N3O8Sr2Y at a distorted geometry, computed with wB97M-V/def2-TZVPD.

The geometry in XYZ format:
```
49
Properties=species:S:1:pos:R:3:mulliken_charge:R:1
Sr -1.42 -3.02 1.30 1.66
Sr 1.70 -2.04 3.31 1.66
Y 1.55 -3.18 -0.64 1.59
O 0.63 -1.67 0.94 0.01
H 0.26 -0.84 0.58 -0.20
O -0.63 -3.10 -1.08 -0.66
H -1.07 -2.74 -1.87 0.08
O 0.70 -4.45 1.19 -0.88
H 0.13 -5.21 0.95 0.27
O -0.80 -2.31 3.44 -0.87
H -1.34 -2.26 4.25 0.06
O 3.12 -3.21 1.11 -0.80
H 3.86 -2.58 1.25 0.22
C -3.24 0.13 0.35 -0.06
O -2.61 -0.92 0.24 -0.56
N -2.95 1.27 1.00 0.16
C -1.70 1.31 1.80 -0.75
C -3.78 2.49 0.99 -0.93
H -4.27 0.23 -0.03 0.37
H -0.95 1.85 1.22 0.33
H -1.35 0.31 2.04 0.04
H -1.95 1.75 2.76 0.38
H -4.21 2.64 1.98 0.37
H -3.29 3.34 0.50 0.32
H -4.69 2.37 0.41 0.34
C -0.98 1.23 -4.92 0.19
O -1.80 1.22 -5.83 -0.55
N -0.90 0.17 -4.08 0.16
C 0.20 0.13 -3.10 -0.64
C -1.74 -0.97 -4.16 -0.83
H -0.25 2.06 -4.85 0.30
H 0.89 0.97 -3.11 0.30
H 0.83 -0.74 -3.27 0.20
H -0.04 -0.03 -2.05 0.07
H -1.11 -1.82 -4.44 0.33
H -2.18 -1.11 -3.17 0.16
H -2.50 -0.91 -4.94 0.29
C 2.48 1.43 3.06 -0.09
O 1.80 0.41 3.37 -0.67
N 3.08 1.63 1.87 0.13
C 3.64 2.86 1.42 -0.95
C 3.26 0.52 0.87 -0.36
H 2.43 2.37 3.63 0.38
H 3.57 3.03 0.35 0.31
H 4.68 2.86 1.73 0.39
H 3.23 3.79 1.84 0.34
H 2.83 0.88 -0.06 0.27
H 4.28 0.16 0.73 0.34
H 2.58 -0.29 1.13 -0.24
```

The total charge is +2. Its multiplicity is 1. Its HOMO-LUMO gap is 6.9353 eV. The total energy is -33314.142 eV. The lowest unoccupied orbital energy comes out at -6.753 eV.


Entry 3:
A structure of composition C20H19F5N4O2S2TeTi at a distorted geometry, computed with wB97M-V/def2-TZVPD.

The geometry in XYZ format:
```
54
Properties=species:S:1:pos:R:3:mulliken_charge:R:1
Ti -0.27 1.49 0.95 -0.13
F -4.78 -1.25 1.62 -0.31
C -3.59 -1.28 1.03 0.16
C -2.63 -0.32 1.27 0.51
F -2.93 0.65 2.17 -0.41
C -1.40 -0.29 0.65 -0.45
F 0.57 0.71 2.31 -0.52
C -1.12 -1.37 -0.21 -0.03
S 1.09 -0.27 -2.71 -0.61
C -2.04 -2.37 -0.44 0.49
F -1.79 -3.41 -1.25 -0.36
C -3.29 -2.31 0.15 0.57
F -4.20 -3.25 -0.09 -0.32
N 1.82 1.88 0.17 -0.19
C 1.69 3.25 -0.39 -0.48
C 0.55 3.96 0.34 0.71
O 0.02 4.93 -0.17 -0.68
O 0.22 3.38 1.46 -0.64
H 2.23 1.93 1.09 0.30
H 2.42 1.32 -0.42 0.13
H 1.46 3.19 -1.45 0.25
H 2.60 3.85 -0.27 0.44
C -3.43 3.84 2.27 -1.13
C -3.68 4.16 0.80 -0.46
C -2.84 3.37 -0.15 0.08
N -1.94 2.51 0.15 0.51
N -1.20 2.05 -0.92 -0.02
C -1.59 2.53 -2.06 0.28
N -1.02 2.22 -3.23 -0.19
S -2.91 3.63 -1.87 -0.25
H -3.78 4.66 2.89 0.41
H -2.37 3.69 2.46 0.22
H -3.96 2.93 2.57 0.23
H -3.44 5.21 0.61 0.38
H -4.72 4.03 0.53 0.41
H -0.34 1.46 -3.21 -0.08
H -1.45 2.49 -4.09 0.23
C 1.34 -3.31 -1.33 -1.33
Te 0.97 -1.28 -0.67 0.96
C 3.66 -1.77 -0.74 -1.62
C 3.56 -3.10 -0.17 1.29
C 4.51 -3.58 0.74 -0.72
C 4.44 -4.88 1.21 -0.57
C 3.39 -5.70 0.82 -0.55
C 2.39 -5.20 -0.02 -0.80
C 2.46 -3.90 -0.51 0.95
H 1.60 -3.17 -2.38 0.43
H 0.42 -3.89 -1.26 0.49
H 4.32 -1.06 -0.24 0.34
H 3.58 -1.64 -1.81 0.50
H 5.34 -2.94 1.03 0.38
H 5.20 -5.25 1.89 0.39
H 3.33 -6.72 1.18 0.39
H 1.54 -5.82 -0.28 0.40
```

Its multiplicity is 3. Its HOMO-LUMO gap (alpha / beta) is 7.5903 / 6.8270 eV. Its relative energy (zero: lowest compared OMol25 entry of this formula, charge and spin) is 0.4517 eV. The total energy is -96770.367 eV. The lowest unoccupied orbital energy (alpha / beta) comes out at -0.002 / -1.647 eV.


Entry 4:
An isolated molecule of C19H23N3O4S at a distorted geometry, computed with wB97M-V/def2-TZVPD.

The geometry in XYZ format:
```
50
Properties=species:S:1:pos:R:3:mulliken_charge:R:1
C -2.36 -4.03 -0.71 -1.20
C -1.36 -2.94 -0.89 0.48
C -0.32 -2.80 -1.76 -1.06
C 0.29 -1.56 -1.47 -0.24
C -0.43 -1.03 -0.43 -0.46
O -1.43 -1.86 -0.08 -0.36
C -0.30 0.27 0.30 0.80
N -1.01 1.35 -0.36 0.39
C -0.20 2.37 -0.68 0.96
O -0.46 3.42 -1.23 -0.74
C 1.17 1.99 -0.23 1.05
C 1.13 0.76 0.34 -1.23
C 2.15 -0.03 1.03 0.37
O 1.85 -0.75 1.97 -0.66
C 3.52 0.07 0.55 0.55
C 4.66 -0.34 1.21 0.04
N 5.81 -0.15 0.52 -0.58
C 5.62 0.35 -0.64 0.79
S 3.95 0.69 -1.02 -0.14
C 6.70 0.65 -1.61 -1.16
H 6.77 1.73 -1.78 0.29
H 7.64 0.29 -1.21 0.34
H 6.50 0.17 -2.57 0.31
C 4.71 -0.93 2.57 -1.20
H 5.71 -0.80 2.99 0.40
H 3.96 -0.49 3.21 0.33
H 4.50 -2.00 2.51 0.25
O 2.16 2.87 -0.39 -0.63
H 1.77 3.65 -0.81 0.30
C -2.41 1.28 -0.67 -1.17
H -2.63 2.09 -1.38 0.37
H -2.62 0.32 -1.16 0.23
C -3.29 1.44 0.58 -0.32
N -4.69 1.24 0.24 0.00
C -5.58 2.01 1.08 -1.00
H -5.33 3.07 0.99 0.34
H -6.60 1.87 0.74 0.34
H -5.53 1.72 2.14 0.36
C -5.05 -0.16 0.24 -0.94
H -4.38 -0.72 -0.41 0.19
H -6.07 -0.26 -0.13 0.41
H -5.00 -0.61 1.25 0.34
H -2.95 0.73 1.35 0.29
H -3.15 2.45 0.96 0.35
H -0.68 0.12 1.32 0.21
H 1.13 -1.12 -1.95 0.67
H -0.02 -3.50 -2.52 0.48
H -2.28 -4.45 0.29 0.28
H -3.37 -3.64 -0.84 0.27
H -2.18 -4.81 -1.44 0.36
```

Its multiplicity is 1. The SMILES is Cc1ccc([C@H]2C(C(=O)c3sc(C)nc3C)=C(O)C(=O)N2CCN(C)C)o1. Its HOMO-LUMO gap is 8.3087 eV. Its relative energy (zero: lowest compared OMol25 entry of this formula, charge and spin) is 2.6145 eV. The total energy is -43571.712 eV. The lowest unoccupied orbital energy comes out at -0.231 eV.


Entry 5:
An isolated molecule of C7H12N2 at a distorted geometry, computed with wB97M-V/def2-TZVPD.

The geometry in XYZ format:
```
21
Properties=species:S:1:pos:R:3:mulliken_charge:R:1
C -0.68 -2.48 1.18 -1.28
C -1.76 0.36 -0.22 -1.48
C 0.84 0.47 0.05 0.88
C -0.10 -1.77 -0.01 0.44
C -0.34 -0.04 -0.09 -0.03
N 2.11 0.11 0.34 -0.36
C 0.57 2.24 0.03 -0.35
C 0.33 2.90 -1.09 -0.73
N 0.46 -2.43 -0.92 -0.70
H 2.54 -0.74 0.00 0.22
H 2.62 0.72 0.96 0.22
H 0.90 -1.85 -1.64 0.30
H 0.90 2.76 0.92 0.31
H -1.76 -2.37 1.20 0.29
H -0.26 -2.08 2.10 0.27
H -0.44 -3.55 1.12 0.40
H -1.85 1.39 -0.56 0.43
H -2.28 -0.28 -0.94 0.34
H -2.27 0.26 0.74 0.27
H 0.48 3.97 -1.18 0.28
H 0.02 2.39 -1.99 0.29
```

Its multiplicity is 1. The SMILES is [H]/N=C(C)\C(C)=C(/N)C=C. Its HOMO-LUMO gap is 9.1000 eV. Its relative energy (zero: lowest compared OMol25 entry of this formula, charge and spin) is 3.1393 eV. The total energy is -10430.338 eV. The lowest unoccupied orbital energy comes out at 0.978 eV.